Below is one molecule with the formula C4H8O2, with properties calculated with ωB97M-V with the def2-TZVPD basis set.

Its net charge is 0. The SMILES is O=CCCCO. For the energy above the lowest of the compared OMol25 structures with the same formula, charge and spin, the calculation gives 163.0 kJ/mol.

```
14
Properties=species:S:1:pos:R:3:nbo_charge:R:1
O 2.00447 -1.04396 -1.78769 -0.52
C 2.19063 -0.33122 -0.83390 0.44
C 1.09719 -0.25443 0.21008 -0.52
C -0.27347 0.10084 -0.35083 -0.42
C -1.39456 0.23698 0.70630 -0.06
O -2.70135 0.13593 0.18375 -0.72
H 3.15934 0.14819 -0.63476 0.12
H 1.06175 -1.34434 0.50077 0.24
H 1.39919 0.27484 1.13463 0.21
H -0.26404 1.02679 -0.95878 0.20
H -0.67298 -0.68197 -1.04696 0.23
H -1.13013 1.19746 1.18424 0.15
H -1.34692 -0.45856 1.50274 0.17
H -3.12912 0.99345 0.19041 0.47
```

Below is one molecule with the formula C31H48BClN2O5, with properties calculated with ωB97M-V with the def2-TZVPD basis set.

Its net charge is 0. The SMILES is CCCCCCCCCCCCc1c(B(O)N(C)C)c(CC(=O)N(C)C)c(OCCC)c2c1C(=O)C(Cl)=CC2=O.

```
88
Properties=species:S:1:pos:R:3:mulliken_charge:R:1
C -1.54298 -2.42250 6.31408 -0.73
C -0.00328 -2.93334 6.50615 -0.44
C 0.60145 -3.58185 5.14597 -0.24
C 2.02316 -2.94136 4.71470 -0.64
C 2.00509 -2.26393 3.24556 -0.42
C 3.53896 -2.04868 2.79503 -0.74
C 3.70834 -1.59692 1.25341 -0.22
C 4.08181 -0.01439 1.24391 -0.59
C 4.58888 0.49747 -0.20260 -0.77
C 3.35635 0.64427 -1.26162 -0.05
C 3.67634 1.78256 -2.34055 -0.62
C 2.45895 2.02654 -3.40841 -1.13
C 1.10689 1.27995 -2.96176 -0.66
C -0.06364 2.01121 -2.19754 1.13
B 0.02629 3.60716 -1.79369 0.70
O 0.09709 4.54970 -2.87400 -0.63
N 0.05775 3.92475 -0.33479 0.04
C -0.52790 5.26262 -0.01100 -1.05
C 1.41392 3.72316 0.25885 -0.86
C -1.37697 1.28919 -1.77880 0.09
C -2.61184 1.96688 -1.03772 -0.93
C -3.72055 2.27851 -2.15356 0.52
O -3.35219 2.22647 -3.36948 -0.56
N -5.15102 2.57542 -1.84618 -0.11
C -5.57301 3.58626 -2.89035 -0.70
C -5.88501 1.31365 -2.23443 -0.67
C -1.54196 -0.24036 -2.12918 -0.17
O -2.76129 -0.89839 -1.71458 -0.51
C -2.41679 -1.46748 -0.39738 -0.40
C -3.19598 -2.82681 -0.07578 -0.43
C -2.83948 -3.22106 1.46126 -0.73
C -0.41999 -0.97762 -2.88904 0.21
C 0.92073 -0.24468 -3.29420 1.02
C 2.00415 -1.13376 -4.02576 0.60
O 3.02590 -0.71375 -4.62648 -0.59
C 1.82930 -2.74161 -3.99341 0.14
Cl 3.26168 -3.80145 -4.47291 -0.19
C 0.63318 -3.40480 -3.64178 -0.63
C -0.62139 -2.50807 -3.27030 0.52
O -1.75690 -3.07529 -3.33793 -0.56
H -1.99480 -2.76682 5.32329 0.13
H -1.60360 -1.28224 6.42027 0.23
H -2.18063 -2.85566 7.16603 0.24
H 0.65725 -2.08522 6.92049 0.30
H -0.02452 -3.72906 7.34499 0.27
H -0.16381 -3.58794 4.28201 0.07
H 0.80899 -4.68964 5.39889 0.27
H 2.34269 -2.18124 5.51432 0.28
H 2.80002 -3.79901 4.68585 0.28
H 1.38429 -2.84941 2.48211 0.27
H 1.56275 -1.20289 3.37824 0.15
H 4.11545 -3.01911 3.03939 0.39
H 3.96707 -1.21138 3.46931 0.25
H 4.54605 -2.22749 0.79218 0.35
H 2.75324 -1.78097 0.64558 0.08
H 4.86458 0.22543 2.05006 0.41
H 3.09895 0.53241 1.50120 0.10
H 5.35181 -0.23059 -0.63826 0.38
H 5.12704 1.50665 -0.03042 0.29
H 2.42734 0.82775 -0.62480 0.13
H 3.23187 -0.40252 -1.73591 0.17
H 4.64228 1.51546 -2.89330 0.34
H 3.84562 2.76926 -1.76009 0.33
H 2.33237 3.17472 -3.44560 0.22
H 2.76970 1.73573 -4.48213 0.42
H 0.40839 5.43255 -2.57469 0.31
H 0.21537 5.94419 0.55748 0.31
H -1.39025 5.07066 0.73977 0.29
H -0.98117 5.81716 -0.89981 0.34
H 2.11781 4.61844 0.15121 0.33
H 1.90804 2.86076 -0.33660 0.04
H 1.31837 3.33656 1.33395 0.31
H -2.34997 2.85142 -0.36911 0.18
H -3.07204 1.16721 -0.33865 -0.03
H -6.57599 4.07164 -2.60452 0.30
H -5.73138 3.11663 -3.92811 0.26
H -4.73199 4.36541 -3.02249 0.25
H -7.00053 1.35614 -2.00008 0.35
H -5.42902 0.46161 -1.60212 0.10
H -5.73145 1.02224 -3.32813 0.31
H -1.29077 -1.71092 -0.39077 0.22
H -2.57363 -0.71779 0.46314 0.31
H -2.85119 -3.72291 -0.70662 0.18
H -4.32471 -2.73657 -0.24240 0.28
H -1.71642 -3.05609 1.69217 0.02
H -3.40044 -2.54216 2.20786 0.27
H -3.03614 -4.33683 1.66252 0.39
H 0.50303 -4.54323 -3.64139 0.38
```

Below is one molecule with the formula CH4N2O2S, with properties calculated with ωB97M-V with the def2-TZVPD basis set.

Its net charge is 0. For the energy above the lowest of the compared OMol25 structures with the same formula, charge and spin, the calculation gives 247.5 kJ/mol.

```
10
Properties=species:S:1:pos:R:3:nbo_charge:R:1
C 1.38523 0.40079 -0.08791 -0.52
N -0.31939 -1.03213 0.38453 -0.36
N 0.62979 -0.79177 -0.31368 -0.03
O -1.33617 1.58789 -0.02346 -0.92
O -2.48187 -0.60513 -0.39143 -0.93
S -1.80116 0.32039 0.52050 1.64
H 1.93747 0.28054 0.85104 0.23
H 2.15877 0.49491 -0.93284 0.23
H 0.63435 1.19841 0.04766 0.27
H -0.80701 -1.85390 -0.05440 0.39
```

Below is a 13-piece molecular cluster, C29H24BCl49N2O5S overall, with properties calculated with ωB97M-V with the def2-TZVPD basis set.

Its net charge is 0.

```
111
Properties=species:S:1:pos:R:3:mulliken_charge:R:1
C -3.55477 2.16892 2.75488 -0.69
C -2.12017 2.53249 3.37060 0.33
C -1.44242 1.32877 4.11378 -0.43
O -1.15700 0.17591 3.28781 0.05
C -0.68993 0.51274 2.03017 -0.91
C 0.44521 1.35535 1.75585 -0.46
C 0.91239 1.63659 0.35891 -0.20
N 2.03158 2.44416 0.22155 -0.31
C 2.39051 2.61569 -1.07278 0.60
C 3.66166 3.46563 -1.37675 -0.95
C 3.40390 4.77080 -2.23024 0.60
C 3.22999 4.53349 -3.78932 -0.90
C 1.78231 5.03719 -4.21187 -0.67
S 0.98757 4.01501 -5.50999 1.01
O 0.06897 3.11296 -4.81775 -0.42
O 1.93363 3.35067 -6.38914 -0.55
Cl -0.20761 5.33185 -6.60392 -0.25
C 1.64454 2.00537 -2.20778 -0.46
N 0.53892 1.23308 -2.11881 -0.46
C 0.20412 1.06521 -0.78727 -0.06
C -0.98206 0.18990 -0.48945 -1.27
C -1.42384 -0.09782 0.85294 1.34
B -2.66818 -1.08024 1.05527 0.97
O -3.50572 -1.12921 2.19242 -0.35
O -2.92217 -2.02555 -0.01025 -0.31
C -1.80013 -2.95629 -0.00958 0.22
C -1.02804 -2.96402 -1.39428 -0.71
H -3.49824 2.27145 1.64060 0.03
H -3.92978 1.17442 3.10249 0.01
H -4.29691 2.92970 3.13659 0.44
H -2.33859 3.30587 4.16803 0.63
H -1.46414 3.05162 2.62679 -0.58
H -2.18526 0.97714 4.88720 -0.04
H -0.54456 1.67067 4.71422 0.27
H 1.01866 1.80878 2.60368 0.52
H 4.06589 3.79808 -0.38281 0.28
H 4.46810 2.88246 -1.90162 0.40
H 4.32881 5.40821 -2.11169 -0.73
H 2.57350 5.38827 -1.78256 0.27
H 3.46316 3.49442 -4.12975 0.57
H 3.96609 5.20665 -4.31707 0.39
H 1.88336 6.10099 -4.55949 0.50
H 1.11544 4.99970 -3.31096 0.28
H 2.04150 2.19289 -3.23875 0.40
H -1.51989 -0.27541 -1.34393 1.09
H -3.21369 -1.90143 2.71492 0.06
H -2.26847 -3.97652 0.10027 0.51
H -1.08104 -2.78801 0.83544 -0.17
H -0.64027 -4.00315 -1.56262 0.22
H -0.13909 -2.27456 -1.39076 0.09
H -1.74281 -2.68549 -2.22040 0.17
C 1.05158 6.05456 1.26115 0.22
Cl 0.22694 5.99796 -0.30920 -0.08
Cl 2.77931 5.72040 1.03761 -0.01
Cl 0.84912 7.66330 1.97624 -0.10
Cl 0.34933 4.83765 2.33761 -0.05
C -6.41251 -3.52535 0.59352 0.12
Cl -6.51764 -4.44872 -0.91730 -0.10
Cl -7.96710 -3.60489 1.44464 -0.08
Cl -5.13956 -4.21761 1.61917 -0.02
Cl -6.02531 -1.83882 0.22965 -0.01
C -2.93072 -1.75357 6.92378 0.23
Cl -3.48045 -1.58098 5.24753 -0.06
Cl -2.45168 -0.16963 7.55981 -0.11
Cl -4.23796 -2.41736 7.91926 -0.10
Cl -1.53917 -2.84638 6.95290 -0.04
C 7.72423 6.68552 -1.85447 0.28
Cl 7.60246 5.77001 -3.36872 -0.11
Cl 6.17311 6.61586 -0.99780 -0.03
Cl 8.99157 5.98361 -0.83716 -0.07
Cl 8.12398 8.37445 -2.21530 -0.09
C 0.67411 -5.17068 2.72588 0.14
Cl 0.01498 -4.39618 4.17546 0.07
Cl 1.72981 -6.51400 3.19713 -0.11
Cl -0.66045 -5.78343 1.73393 -0.02
Cl 1.60656 -3.98317 1.79595 -0.10
C -7.16548 -7.25275 3.71343 0.31
Cl -7.68410 -7.07676 2.02732 -0.07
Cl -6.70736 -5.66783 4.36240 -0.06
Cl -8.49673 -7.92084 4.67492 -0.10
Cl -5.77299 -8.34780 3.79042 -0.10
C 10.39470 8.09407 2.65329 0.31
Cl 9.86887 8.27463 0.97030 -0.02
Cl 10.87147 9.67477 3.29954 -0.10
Cl 9.06161 7.43806 3.62006 -0.09
Cl 11.77666 6.98585 2.72336 -0.10
C -1.11283 -5.17048 -4.81986 0.28
Cl -1.31455 -6.03752 -6.35129 -0.04
Cl -2.60386 -5.29467 -3.86783 -0.07
Cl 0.22976 -5.88523 -3.90788 -0.10
Cl -0.76179 -3.46432 -5.14860 -0.10
C 2.36697 -1.83721 6.24774 0.18
Cl 1.20396 -1.03162 5.17750 0.03
Cl 3.52074 -0.64508 6.87307 -0.12
Cl 1.50110 -2.58790 7.60299 -0.09
Cl 3.24047 -3.08443 5.33989 -0.08
C -1.03043 -5.71916 -10.29282 0.32
Cl -0.61835 -5.44312 -11.99458 -0.11
Cl -2.78840 -5.62237 -10.08682 -0.08
Cl -0.46606 -7.32674 -9.80088 -0.09
Cl -0.25005 -4.48748 -9.28718 -0.05
C 0.55738 -9.03789 -0.29697 0.26
Cl -0.16481 -7.80469 -1.34677 0.00
Cl -0.40998 -9.18230 1.18114 -0.08
Cl 0.58699 -10.59538 -1.14254 -0.10
Cl 2.21252 -8.56101 0.12115 -0.09
C -4.10652 2.30092 -2.28617 0.30
Cl -4.24491 1.38949 -3.79954 -0.12
Cl -5.64855 2.23233 -1.41064 -0.12
Cl -2.82288 1.58699 -1.28133 0.08
Cl -3.70628 3.99135 -2.64809 -0.14
```

Below is a 2-piece molecular cluster, C5H7NO6 overall, with properties calculated with ωB97M-V with the def2-TZVPD basis set.

Its net charge is -2. For the energy above the lowest of the compared OMol25 structures with the same formula, charge and spin, the calculation gives 408.9 kJ/mol.

```
19
Properties=species:S:1:pos:R:3:nbo_charge:R:1
C -1.84763 0.70353 -0.56665 0.73
C 1.75863 0.09424 0.73806 -0.48
C 1.55758 -0.83372 -0.51436 -0.22
C -0.58524 -0.00406 -0.12249 0.29
C 0.26596 0.59649 1.16174 0.56
N 0.22952 -0.45803 -1.04220 -0.14
O -2.24988 0.35790 -1.70422 -0.79
O -0.11051 -0.88802 -2.35198 -0.61
O -2.41758 1.59233 0.14178 -0.77
O -1.42756 -1.70279 0.58569 -1.05
O 0.33033 2.04603 0.87509 -0.82
O -0.24185 0.24866 2.29020 -0.87
H 2.24436 -0.43767 1.56977 0.19
H 2.26105 1.00509 0.49861 0.20
H 2.28310 -0.62629 -1.37972 0.17
H 1.61161 -1.82719 -0.09315 0.19
H -1.09836 -0.77081 -2.30058 0.51
H -0.58520 2.19286 0.93364 0.49
H -1.97830 -1.28854 1.28077 0.44
```

Below is one molecule with the formula C4H8O2, with properties calculated with ωB97M-V with the def2-TZVPD basis set.

Its net charge is 0. The SMILES is COC[C@H]1CO1. For the energy above the lowest of the compared OMol25 structures with the same formula, charge and spin, the calculation gives 254.3 kJ/mol.

```
14
Properties=species:S:1:pos:R:3:nbo_charge:R:1
C 1.52366 1.43643 -1.25858 -0.25
O 1.03421 0.90704 -0.05037 -0.53
C 0.17436 -0.19527 -0.22307 -0.09
C -0.56017 -0.42285 1.08281 0.03
C -1.76131 -1.25523 1.14331 -0.11
O -0.51556 -1.73150 1.63054 -0.48
H 2.25661 2.20775 -1.00645 0.20
H 2.01529 0.67269 -1.88320 0.17
H 0.72267 1.91290 -1.84557 0.16
H 0.72227 -1.11773 -0.47644 0.18
H -0.54312 -0.00405 -1.03653 0.17
H -0.42059 0.38686 1.80012 0.20
H -2.12055 -1.73125 0.22784 0.18
H -2.52777 -1.06578 1.89559 0.18
```

no.,gap between HOMO and LUMO (eV),F_max (eV Å⁻¹)
1,10.657,2.0
2,7.372,4.8
3,8.786,3.1
4,7.947,3.6
5,6.545,2.7
6,11.038,0.3